{"formula": "C2H4FPSi", "method": "the ωB97M-V functional and the def2-TZVPD basis", "elements": ["F", "P", "C", "C", "Si", "H", "H", "H", "H"], "positions_angstrom": [[2.693, 0.893, -0.571], [2.092, -0.150, 0.553], [0.948, -1.209, -0.415], [0.351, -0.134, 0.076], [-1.393, 0.508, 0.330], [0.819, -2.020, -0.968], [-1.179, 1.868, 0.502], [-2.143, -0.003, 1.569], [-2.187, 0.247, -1.077]], "total_energy_ev": -22020.82159, "homo_lumo_gap_ev": 10.49, "total_charge": 0, "smiles": "FP1=CC=1[SiH3]", "e_above_lowest_ev": 0.000}

{"formula": "C26H29NOP2SeY", "method": "the ωB97M-V functional and the def2-TZVPD basis", "elements": ["C", "C", "C", "C", "C", "C", "C", "C", "C", "C", "C", "C", "C", "H", "H", "H", "H", "H", "H", "H", "N", "Y", "C", "H", "H", "C", "H", "H", "P", "P", "C", "H", "H", "H", "C", "H", "H", "H", "C", "H", "H", "H", "C", "H", "H", "H", "C", "O", "H", "Se", "C", "C", "C", "C", "C", "C", "H", "H", "H", "H", "H"], "positions_angstrom": [[-0.119, -1.357, -4.776], [0.385, -0.537, -3.813], [-0.425, 0.608, -3.409], [-1.727, 0.776, -3.901], [-2.237, -0.218, -4.775], [-1.429, -1.250, -5.249], [-2.517, 1.731, -3.122], [-1.769, 2.972, -2.797], [-0.440, 2.733, -2.345], [0.277, 3.754, -1.661], [-0.408, 4.932, -1.400], [-1.720, 5.166, -1.799], [-2.383, 4.217, -2.558], [0.512, -2.133, -5.184], [-3.290, -0.149, -5.019], [-1.818, -1.940, -5.971], [-3.499, 1.942, -3.565], [0.078, 5.693, -0.827], [-2.229, 6.073, -1.528], [-3.424, 4.352, -2.884], [0.048, 1.428, -2.389], [0.005, 0.238, -0.388], [1.727, -0.837, -3.160], [2.305, 0.101, -3.064], [2.345, -1.522, -3.762], [1.667, 3.492, -1.125], [2.257, 3.028, -1.931], [2.108, 4.447, -0.813], [1.496, -1.607, -1.501], [1.595, 2.335, 0.275], [0.881, 3.411, 1.577], [0.802, 2.811, 2.503], [1.507, 4.299, 1.761], [-0.131, 3.741, 1.271], [3.360, 2.297, 0.770], [3.712, 3.289, 1.070], [3.472, 1.602, 1.604], [3.955, 1.936, -0.068], [0.972, -3.257, -1.928], [1.807, -3.790, -2.392], [0.677, -3.759, -1.003], [0.122, -3.262, -2.616], [3.200, -1.851, -0.986], [3.215, -2.127, 0.066], [3.632, -2.641, -1.590], [3.800, -0.951, -1.108], [-2.692, 0.494, -1.751], [-2.222, 0.698, -0.618], [-3.795, 0.245, -1.925], [0.971, -0.675, 1.969], [-0.334, -1.743, 2.778], [-0.229, -3.168, 2.696], [-1.228, -3.949, 3.260], [-2.308, -3.388, 3.932], [-2.392, -1.991, 4.047], [-1.408, -1.175, 3.501], [0.628, -3.610, 2.181], [-1.171, -5.031, 3.158], [-3.094, -4.008, 4.328], [-3.240, -1.549, 4.548], [-1.470, -0.072, 3.603]], "total_energy_ev": -115932.16480, "homo_lumo_gap_ev": [5.39, 5.39], "total_charge": 1}

{"formula": "C3H14NO4", "method": "the ωB97M-V functional and the def2-TZVPD basis", "elements": ["C", "O", "C", "C", "N", "H", "H", "H", "H", "H", "H", "H", "H", "H", "H", "O", "H", "H", "O", "H", "H", "O"], "positions_angstrom": [[0.525, -0.472, 0.968], [0.075, 0.835, 0.824], [0.850, -1.145, -0.390], [1.014, -2.655, -0.307], [-0.126, -0.774, -1.432], [-0.191, -1.079, 1.522], [1.422, -0.470, 1.610], [1.805, -0.702, -0.691], [0.070, -3.166, -0.158], [1.353, -3.039, -1.266], [1.676, -2.865, 0.526], [-1.012, -0.450, -1.075], [0.323, -0.059, -1.981], [0.620, 2.941, -1.226], [0.309, 1.554, -0.347], [0.131, 2.150, -1.233], [-1.027, 3.177, -0.121], [-0.609, 2.883, 1.273], [-0.932, 3.626, 0.740], [-1.628, 0.566, 0.968], [-2.180, -0.879, 0.817], [-2.469, 0.024, 0.980]], "total_energy_ev": -13019.45677, "homo_lumo_gap_ev": 8.70, "total_charge": -1, "e_above_lowest_ev": 0.461}

{"formula": "C6H10F2N2", "method": "the ωB97M-V functional and the def2-TZVPD basis", "elements": ["C", "C", "C", "C", "C", "C", "N", "N", "F", "F", "H", "H", "H", "H", "H", "H", "H", "H", "H", "H"], "positions_angstrom": [[0.425, 2.178, -0.044], [-0.931, 1.750, -0.547], [-1.267, 0.411, 0.073], [-0.568, -0.687, -0.798], [0.319, -1.547, 1.260], [-0.495, -2.042, 0.037], [1.413, 1.401, -0.126], [1.634, -1.423, 0.963], [0.185, -3.012, -0.615], [-1.610, -2.702, 0.323], [-1.685, 2.573, -0.066], [-0.866, 1.692, -1.551], [-0.729, 0.312, 0.964], [-2.303, 0.305, 0.232], [-1.085, -0.929, -1.659], [0.524, -0.442, -0.898], [0.487, 3.141, 0.424], [2.253, 1.842, 0.233], [2.071, -1.653, 0.002], [2.228, -1.168, 1.795]], "total_energy_ev": -14795.71434, "homo_lumo_gap_ev": 9.17, "total_charge": 0, "e_above_lowest_ev": 2.537}

{"formula": "C3H8N4O2", "method": "the ωB97M-V functional and the def2-TZVPD basis", "elements": ["C", "N", "C", "C", "N", "N", "O", "N", "O", "H", "H", "H", "H", "H", "H", "H", "H"], "positions_angstrom": [[0.171, -1.438, 0.902], [-1.083, -0.216, -0.978], [0.527, -1.131, -0.529], [0.572, -0.013, 0.531], [-0.251, 2.029, -0.294], [1.735, 0.561, 1.067], [-2.270, -0.947, -0.981], [-0.613, 0.820, 0.212], [1.211, -1.626, -1.416], [-2.490, -1.186, -0.068], [-0.821, -0.047, -1.951], [0.427, 2.039, -1.055], [-1.046, 2.630, -0.458], [2.253, 1.137, 0.418], [1.590, 1.033, 1.950], [-0.845, -1.655, 1.219], [0.934, -1.989, 1.433]], "total_energy_ev": -13289.60263, "homo_lumo_gap_ev": 8.65, "total_charge": 0, "e_above_lowest_ev": 7.017}

{"formula": "C5H7N", "method": "the ωB97M-V functional and the def2-TZVPD basis", "elements": ["C", "C", "C", "N", "C", "C", "H", "H", "H", "H", "H", "H", "H"], "positions_angstrom": [[2.620, -0.365, 0.156], [1.586, 0.121, -0.226], [0.397, 0.766, -0.740], [-0.486, 1.531, 0.156], [-0.979, 0.286, -0.422], [-1.266, -0.923, 0.431], [3.543, -0.788, 0.489], [0.548, 1.248, -1.704], [-0.195, 1.373, 1.119], [-1.715, 0.458, -1.206], [-0.516, -1.059, 1.218], [-2.249, -0.814, 0.905], [-1.288, -1.833, -0.177]], "total_energy_ev": -6785.68344, "homo_lumo_gap_ev": 10.35, "total_charge": 0, "smiles": "C#C[C@@H]1N[C@@H]1C", "e_above_lowest_ev": 2.829}

{"formula": "C5H5Br", "method": "the ωB97M-V functional and the def2-TZVPD basis", "elements": ["C", "C", "C", "Br", "C", "C", "H", "H", "H", "H", "H"], "positions_angstrom": [[0.742, -0.288, -2.537], [0.232, -0.179, -1.492], [-0.620, -0.367, -0.089], [-2.530, -0.737, -0.582], [-0.409, 0.709, 0.910], [0.539, 0.416, 1.782], [1.413, -0.390, -3.388], [-0.346, -1.312, 0.466], [-0.787, 1.646, 0.702], [0.855, 1.117, 2.541], [0.911, -0.616, 1.687]], "total_energy_ev": -75304.79572, "homo_lumo_gap_ev": 10.84, "total_charge": 0, "smiles": "C#C[C@H](Br)C=C", "e_above_lowest_ev": 1.485}

{"formula": "C68H70O20", "method": "the ωB97M-V functional and the def2-TZVPD basis", "elements": ["C", "O", "C", "C", "C", "C", "C", "C", "C", "C", "C", "C", "C", "C", "C", "O", "C", "O", "C", "C", "C", "C", "O", "C", "H", "H", "H", "H", "H", "H", "H", "H", "H", "H", "H", "H", "H", "H", "H", "H", "H", "H", "H", "H", "H", "H", "H", "H", "H", "H", "H", "H", "H", "H", "H", "H", "H", "H", "H", "H", "H", "H", "O", "C", "C", "C", "C", "O", "C", "C", "H", "H", "H", "H", "O", "C", "C", "C", "C", "O", "C", "C", "H", "H", "H", "H", "O", "C", "C", "C", "C", "O", "C", "C", "H", "H", "H", "H", "O", "C", "C", "C", "C", "O", "C", "C", "H", "H", "H", "H", "O", "C", "C", "C", "C", "O", "C", "C", "H", "H", "H", "H", "O", "C", "C", "C", "C", "O", "C", "C", "H", "H", "H", "H", "O", "C", "C", "C", "C", "O", "C", "C", "H", "H", "H", "H", "O", "C", "C", "C", "C", "O", "C", "C", "H", "H", "H", "H"], "positions_angstrom": [[3.599, 2.242, 3.308], [3.090, 1.338, 2.345], [3.973, 0.309, 1.923], [3.704, -0.029, 0.444], [3.340, -1.497, 0.188], [4.395, -2.508, 0.668], [3.958, -3.964, 0.427], [4.391, -4.925, 1.546], [3.984, -4.504, 2.975], [2.587, -3.856, 3.138], [1.977, -4.071, 4.548], [2.159, -2.871, 5.492], [3.358, -3.009, 6.469], [3.979, -1.645, 6.786], [2.933, -0.747, 7.467], [3.653, 0.234, 8.240], [4.970, -0.055, 8.137], [5.798, 0.759, 8.208], [5.123, -1.552, 7.816], [6.564, -1.782, 7.333], [6.897, -3.237, 6.943], [7.783, -3.338, 5.703], [7.009, -3.143, 4.523], [7.384, -2.027, 3.739], [4.693, 2.220, 3.361], [3.199, 2.034, 4.310], [3.299, 3.259, 3.026], [3.807, -0.578, 2.554], [5.021, 0.605, 2.061], [2.878, 0.610, 0.118], [4.580, 0.219, -0.168], [2.346, -1.742, 0.583], [3.265, -1.634, -0.901], [5.315, -2.289, 0.107], [4.630, -2.340, 1.721], [2.882, -4.021, 0.241], [4.435, -4.311, -0.500], [4.077, -5.952, 1.327], [5.492, -4.944, 1.519], [4.739, -3.789, 3.325], [4.043, -5.357, 3.663], [1.871, -4.190, 2.386], [2.713, -2.772, 3.021], [0.897, -4.227, 4.414], [2.358, -4.995, 5.000], [2.307, -1.953, 4.910], [1.254, -2.732, 6.096], [2.984, -3.423, 7.417], [4.098, -3.711, 6.077], [4.389, -1.202, 5.867], [2.234, -0.275, 6.774], [2.366, -1.352, 8.188], [4.936, -2.095, 8.751], [7.261, -1.409, 8.088], [6.695, -1.143, 6.450], [7.440, -3.721, 7.766], [5.989, -3.810, 6.746], [8.227, -4.341, 5.648], [8.607, -2.613, 5.739], [7.618, -1.151, 4.357], [8.247, -2.264, 3.099], [6.539, -1.766, 3.095], [-2.937, 2.898, 1.234], [-1.985, 2.519, 0.584], [-2.163, 1.861, -0.737], [-1.115, 1.432, -1.436], [0.269, 1.592, -0.931], [1.222, 1.198, -1.571], [0.448, 2.246, 0.390], [-0.598, 2.679, 1.090], [-3.177, 1.742, -1.099], [-1.226, 0.946, -2.400], [1.467, 2.336, 0.750], [-0.493, 3.153, 2.058], [-8.509, -2.034, -3.499], [-7.733, -1.174, -3.139], [-7.964, -0.402, -1.891], [-7.108, 0.541, -1.504], [-5.896, 0.855, -2.294], [-5.114, 1.714, -1.937], [-5.666, 0.084, -3.540], [-6.519, -0.857, -3.933], [-8.852, -0.636, -1.315], [-7.254, 1.116, -0.598], [-4.769, 0.330, -4.096], [-6.372, -1.436, -4.835], [0.897, 5.590, -6.647], [0.354, 4.567, -6.282], [-0.238, 4.452, -4.925], [-0.831, 3.325, -4.538], [-0.929, 2.149, -5.434], [-1.477, 1.127, -5.073], [-0.335, 2.269, -6.788], [0.262, 3.390, -7.185], [-0.156, 5.321, -4.286], [-1.275, 3.210, -3.557], [-0.415, 1.397, -7.425], [0.699, 3.497, -8.172], [3.118, 11.749, -5.310], [2.576, 10.725, -4.954], [1.983, 10.603, -3.597], [1.390, 9.480, -3.203], [1.295, 8.303, -4.103], [0.752, 7.282, -3.737], [1.886, 8.421, -5.460], [2.479, 9.547, -5.850], [2.065, 11.475, -2.960], [0.952, 9.366, -2.219], [1.803, 7.550, -6.099], [2.918, 9.661, -6.833], [0.897, 3.564, -10.306], [0.221, 3.886, -11.262], [-0.567, 2.883, -12.019], [-1.307, 3.238, -13.065], [-1.376, 4.651, -13.518], [-2.051, 4.974, -14.470], [-0.586, 5.653, -12.757], [0.154, 5.298, -11.710], [-0.502, 1.860, -11.670], [-1.891, 2.526, -13.635], [-0.651, 6.676, -13.104], [0.737, 6.008, -11.138], [-14.492, 2.095, 2.381], [-13.490, 1.631, 1.885], [-12.174, 2.305, 2.030], [-11.074, 1.795, 1.483], [-11.118, 0.532, 0.707], [-10.114, 0.067, 0.208], [-12.430, -0.142, 0.559], [-13.530, 0.367, 1.106], [-12.169, 3.224, 2.602], [-10.105, 2.267, 1.574], [-12.434, -1.061, -0.014], [-14.500, -0.106, 1.013], [-2.948, -9.045, 0.299], [-2.009, -8.298, 0.466], [-1.929, -7.416, 1.658], [-0.902, -6.590, 1.844], [0.212, -6.524, 0.864], [1.151, -5.775, 1.024], [0.138, -7.412, -0.324], [-0.892, -8.233, -0.509], [-2.749, -7.489, 2.361], [-0.830, -5.940, 2.709], [0.963, -7.345, -1.022], [-0.970, -8.888, -1.368], [-4.716, -0.415, 1.280], [-3.963, -1.187, 1.834], [-4.181, -2.655, 1.768], [-3.359, -3.500, 2.384], [-2.188, -3.013, 3.156], [-1.446, -3.783, 3.731], [-1.967, -1.548, 3.217], [-2.792, -0.702, 2.607], [-5.041, -2.986, 1.201], [-3.502, -4.573, 2.356], [-1.109, -1.217, 3.788], [-2.655, 0.371, 2.644]], "total_energy_ev": -112591.31987, "homo_lumo_gap_ev": 7.90, "total_charge": 0, "smiles": "COCCCCCCCCCCC[C@H]1COC(=O)[C@@H]1CCCOC.O=C1C=CC(=O)C=C1.O=C1C=CC(=O)C=C1.O=C1C=CC(=O)C=C1.O=C1C=CC(=O)C=C1.O=C1C=CC(=O)C=C1.O=C1C=CC(=O)C=C1.O=C1C=CC(=O)C=C1.O=C1C=CC(=O)C=C1"}

Q: Number 7 is which compound?
A: C5H5Br